1.
Entry from the Open Molecules 2025 dataset: a cluster of 2 separate species, C3H2NP in total at a distorted geometry (the ωB97M-V functional and the def2-TZVPD basis).

The geometry in ORCA input format:
```
! RIJCOSX wB97M-V def2-TZVPD def2/J DEFGRID3
* xyz 0 1
C 3.776 -0.479 -0.177
C -0.211 -0.349 -0.770
C 0.068 0.380 0.134
N 3.032 -1.246 -0.650
P 4.585 0.797 0.608
H 0.037 -1.212 -1.250
H 0.040 1.349 0.671
*
```

Energy relative to the best compared isomer or geometry (same formula, charge and spin) = 2.8137 eV
Orbital gap (alpha / beta) = 6.950 / 6.937 eV
LUMO energy (alpha / beta) = -0.0918 / -0.0918 Ha

List of natural (NBO) charges in e, atom by atom: C -0.269; C -0.222; C -0.238; N -0.219; P 0.488; H 0.224; H 0.236



2.
Entry from the Open Molecules 2025 dataset: the molecule C3H2NP at a distorted geometry (the ωB97M-V functional and the def2-TZVPD basis).

The geometry in ORCA input format:
```
! RIJCOSX wB97M-V def2-TZVPD def2/J DEFGRID3
* xyz 0 1
C 0.303 -0.496 1.045
C -0.109 1.646 -1.189
C 0.626 -1.733 0.480
N 0.576 -2.874 0.266
P -0.527 0.765 0.187
H -1.132 1.732 1.076
H 0.263 0.959 -1.865
*
```

Energy relative to the best compared isomer or geometry (same formula, charge and spin) = 4.8969 eV
Orbital gap (alpha / beta) = 6.545 / 6.648 eV
LUMO energy (alpha / beta) = -0.1114 / -0.1108 Ha

List of natural (NBO) charges in e, atom by atom: C -0.313; C -0.482; C 0.104; N -0.206; P 0.745; H 0.013; H 0.139



3.
Entry from the Open Molecules 2025 dataset: a structure of composition C3H2NiO3 at a distorted geometry (the ωB97M-V functional and the def2-TZVPD basis).

The geometry in ORCA input format:
```
! RIJCOSX wB97M-V def2-TZVPD def2/J DEFGRID3
* xyz 1 4
C 2.167 0.541 -0.373
C 1.150 1.072 0.269
O 0.029 0.855 0.724
H 2.630 0.812 0.779
H 2.424 0.795 -1.399
C -1.360 -0.712 0.581
O -0.929 -1.361 -0.323
O -2.402 -0.496 1.122
Ni -3.707 -1.504 -1.380
*
```

Energy relative to the best compared isomer or geometry (same formula, charge and spin) = 4.3206 eV
<S²> = 3.75
Orbital gap (alpha / beta) = 8.807 / 4.820 eV
LUMO energy (alpha / beta) = -0.1725 / -0.3186 Ha

List of natural (NBO) charges in e, atom by atom: C -0.501; C 0.591; O -0.574; H 0.304; H 0.292; C 1.043; O -0.577; O -0.552; Ni 0.974



4.
Entry from the Open Molecules 2025 dataset: a cluster of 2 separate species, C3H2O2 in total at a distorted geometry (the ωB97M-V functional and the def2-TZVPD basis).

The geometry in ORCA input format:
```
! RIJCOSX wB97M-V def2-TZVPD def2/J DEFGRID3
* xyz 0 1
C -0.325 1.332 0.171
C 0.844 1.180 -0.032
C -0.352 -1.659 -0.112
O -1.444 -1.663 0.230
O 0.750 -1.754 -0.395
H -1.324 1.515 0.035
H 1.852 1.049 0.103
*
```

Energy relative to the best compared isomer or geometry (same formula, charge and spin) = 0.2396 eV
Orbital gap = 11.748 eV
SMILES = O=C=O.C#C
LUMO energy = 0.0275 Ha

List of natural (NBO) charges in e, atom by atom: C -0.242; C -0.212; C 1.035; O -0.517; O -0.515; H 0.226; H 0.225



5.
Entry from the Open Molecules 2025 dataset: the molecule C3H2O2 at a distorted geometry (the ωB97M-V functional and the def2-TZVPD basis).

The geometry in ORCA input format:
```
! RIJCOSX wB97M-V def2-TZVPD def2/J DEFGRID3
* xyz 0 1
C -0.273 -0.221 -0.950
C -0.961 -0.193 0.188
C 0.509 0.072 0.234
O 1.799 -0.338 1.053
O 1.268 0.991 0.768
H -0.374 -0.164 -2.081
H -1.968 -0.148 0.787
*
```

Energy relative to the best compared isomer or geometry (same formula, charge and spin) = 5.6907 eV
Orbital gap = 10.625 eV
SMILES = C1=CC12OO2
LUMO energy = 0.0308 Ha

List of natural (NBO) charges in e, atom by atom: C -0.196; C -0.176; C 0.447; O -0.297; O -0.277; H 0.242; H 0.257



6.
Entry from the Open Molecules 2025 dataset: a cluster of 2 separate species, C3H2O2 in total at a distorted geometry (the ωB97M-V functional and the def2-TZVPD basis).

The geometry in ORCA input format:
```
! RIJCOSX wB97M-V def2-TZVPD def2/J DEFGRID3
* xyz 0 1
C -0.430 -0.015 0.208
C 2.556 -1.745 -1.717
C -1.068 -0.117 -0.902
O 2.550 -0.648 -1.428
O 2.496 -2.786 -2.159
H -0.760 0.693 -1.767
H -2.038 -0.498 -1.229
*
```

Energy relative to the best compared isomer or geometry (same formula, charge and spin) = 2.3540 eV
Orbital gap = 10.341 eV
LUMO energy = -0.0222 Ha

List of natural (NBO) charges in e, atom by atom: C 0.243; C 1.018; C -0.852; O -0.508; O -0.510; H 0.316; H 0.293